Below is one molecule with the formula C3H3N2P in a non-equilibrium geometry, with properties calculated with ωB97M-V/def2-TZVPD.

The value obtained for the energy above the lowest of the compared OMol25 structures with the same formula, charge and spin is 44.2 kcal per mole. The net charge is 0. Its total energy is -566.87296 Eh. The value obtained for the gap between HOMO and LUMO is 0.2845 Ha. As for the multiplicity: 1. As for the SMILES: P=C1N=CC=N1.

Geometry (Å):
C (0.979, 1.010, -0.017)
C (1.210, -0.447, -0.085)
C (-0.968, 0.190, 0.003)
N (-0.303, 1.312, -0.005)
N (0.137, -1.139, -0.047)
P (-2.585, -0.312, -0.013)
H (1.592, 1.882, -0.043)
H (2.258, -0.893, -0.175)
H (-2.320, -1.603, 0.381)

Mulliken population analysis, charges in e, atoms 1 to 8:
1. C -0.06
2. C -0.14
3. C 0.43
4. N -0.45
5. N -0.50
6. P -0.08
7. H 0.42
8. H 0.32



Below is C20H19LaN9OS2 as an isolated structure in a non-equilibrium geometry, with properties calculated with ωB97M-V/def2-TZVPD.

The net charge is +1. Its total energy is -2169.41575 Eh. The value obtained for the gap between HOMO and LUMO is 0.2370 Ha. As for the multiplicity: 1.

Geometry (Å):
La (0.404, 0.606, -0.967)
N (-1.834, -3.488, -1.686)
C (-1.330, -2.318, -1.205)
S (-1.868, -0.857, -1.957)
N (-0.387, -2.500, -0.266)
N (0.067, -1.348, 0.300)
C (0.636, -1.360, 1.499)
C (0.432, -2.602, 2.293)
C (-0.770, -3.261, 2.229)
C (-0.904, -4.599, 2.619)
C (0.114, -5.210, 3.342)
C (1.302, -4.532, 3.535)
C (1.439, -3.217, 3.037)
C (1.465, -0.238, 1.914)
C (1.815, 0.054, 3.277)
C (2.787, 1.005, 3.537)
C (3.409, 1.757, 2.467)
C (2.972, 1.462, 1.190)
N (2.067, 0.495, 0.915)
H (-2.596, -3.379, -2.338)
H (-1.747, -4.365, -1.207)
H (-1.621, -2.705, 1.800)
H (-1.786, -5.120, 2.253)
H (-0.008, -6.237, 3.688)
H (2.163, -4.992, 4.042)
H (2.416, -2.750, 3.050)
H (1.301, -0.470, 4.061)
H (3.143, 1.234, 4.529)
H (4.196, 2.494, 2.688)
H (3.407, 2.073, 0.390)
O (1.894, 0.540, -2.803)
N (1.368, 0.861, -4.021)
C (1.846, 0.110, -5.112)
C (1.209, 0.157, -6.343)
C (0.145, 1.072, -6.536)
C (-0.218, 1.833, -5.449)
C (0.291, 1.771, -4.135)
S (-0.564, 2.847, -3.052)
H (2.728, -0.508, -4.921)
H (1.565, -0.497, -7.078)
H (-0.414, 1.183, -7.427)
H (-1.084, 2.467, -5.540)
N (-3.576, 5.317, 2.448)
C (-2.969, 4.466, 1.582)
N (-3.654, 4.077, 0.490)
N (-1.768, 3.970, 1.865)
C (-1.227, 3.124, 1.049)
N (-0.784, 2.338, 0.268)
H (-4.520, 5.642, 2.280)
H (-3.156, 5.655, 3.301)
H (-4.601, 4.427, 0.309)
H (-3.195, 3.517, -0.207)

Mulliken population analysis, charges in e, atoms 1 to 8:
1. La 1.24
2. N -0.41
3. C 0.57
4. S -0.50
5. N -0.92
6. N 0.30
7. C 0.75
8. C 0.26



Below is a 2-piece molecular cluster, C2H3F2P overall in a non-equilibrium geometry, with properties calculated with ωB97M-V/def2-TZVPD.

The value obtained for the energy above the lowest of the compared OMol25 structures with the same formula, charge and spin is 133.4 kcal per mole. The net charge is 0. Its total energy is -618.89477 Eh. The value obtained for the gap between HOMO and LUMO (spin up / spin down) is 0.3148 / 0.3149 Ha. As for the multiplicity: 1.

Geometry (Å):
C (-0.748, -0.415, -0.391)
C (-0.599, 0.639, -1.455)
F (-0.398, 1.929, -1.169)
F (-1.305, 0.655, -2.611)
P (0.762, -0.633, -1.416)
H (-0.661, -0.225, 0.673)
H (-1.435, -1.341, -0.358)
H (3.203, -0.498, 0.359)

Okay, here come the Mulliken numbers, in e, for every atom:
1. C -0.70
2. C 0.67
3. F -0.24
4. F -0.25
5. P -0.05
6. H 0.30
7. H 0.26
8. H 0.00



Below is one molecule with the formula CH4N2O in a non-equilibrium geometry, with properties calculated with ωB97M-V/def2-TZVPD.

The value obtained for the energy above the lowest of the compared OMol25 structures with the same formula, charge and spin is 137.8 kcal per mole. The net charge is 0. Its total energy is -225.07243 Eh. The value obtained for the gap between HOMO and LUMO (spin up / spin down) is 0.3829 / 0.3050 Ha. As for the multiplicity: 1. As for the SMILES: [H]/N=[N+](/C)[O-].

Geometry (Å):
C (0.952, -0.104, -0.026)
N (-1.275, 1.158, -0.006)
N (-0.472, -0.294, -0.080)
O (-1.064, -1.393, -0.041)
H (1.184, 0.673, 0.790)
H (1.366, 0.270, -1.024)
H (1.451, -1.019, 0.373)
H (-2.142, 0.708, 0.015)

Okay, here come the Mulliken numbers, in e, for every atom:
1. C -0.67
2. N -0.37
3. N 0.45
4. O -0.46
5. H 0.25
6. H 0.26
7. H 0.33
8. H 0.22



Below is C22H20B2Cl2F4N4O4ReS as an isolated structure in a non-equilibrium geometry, with properties calculated with ωB97M-V/def2-TZVPD.

The value obtained for the energy above the lowest of the compared OMol25 structures with the same formula, charge and spin is 22.5 kcal per mole. The net charge is +2. The expectation value of S² is 3.851. Its total energy is -3215.84992 Eh. The value obtained for the gap between HOMO and LUMO (spin up / spin down) is 0.2610 / 0.2174 Ha. As for the multiplicity: 4.

Geometry (Å):
Re (-0.143, 0.119, -0.181)
C (-2.253, -0.210, 3.963)
C (-0.982, 0.030, 3.201)
N (-0.071, -0.781, 2.962)
O (-1.370, -2.567, 0.938)
B (-0.113, -3.432, 0.619)
F (-0.111, -4.422, 1.522)
F (-0.187, -3.839, -0.701)
O (1.124, -2.628, 0.797)
N (1.341, -1.411, 0.348)
C (2.588, -1.125, 0.132)
C (3.696, -2.109, 0.259)
C (2.846, 0.283, -0.188)
N (1.785, 1.016, -0.281)
O (1.986, 2.361, -0.380)
B (1.167, 3.190, 0.348)
F (1.367, 4.474, 0.233)
F (-0.141, 3.338, -2.116)
O (0.175, 2.824, 1.228)
N (-0.202, 1.532, 1.518)
C (-0.659, 1.422, 2.718)
C (-0.790, 2.534, 3.681)
C (4.206, 0.849, -0.339)
H (-2.379, -1.276, 4.138)
H (-2.210, 0.301, 4.925)
H (-3.104, 0.175, 3.399)
H (3.295, -3.107, 0.397)
H (4.322, -2.086, -0.634)
H (4.326, -1.872, 1.120)
H (-0.352, 3.451, 3.300)
H (-1.849, 2.711, 3.890)
H (-0.321, 2.265, 4.629)
H (4.988, 0.125, -0.145)
H (4.318, 1.224, -1.361)
H (4.336, 1.712, 0.316)
Cl (-0.008, -1.018, -2.360)
C (-1.370, -2.081, -2.577)
C (-1.480, -2.808, -3.740)
C (-2.482, -3.766, -3.820)
C (-3.351, -3.990, -2.766)
C (-3.254, -3.218, -1.617)
Cl (-4.333, -3.455, -0.306)
C (-2.252, -2.250, -1.519)
S (-2.012, -1.465, 0.062)
H (-0.785, -2.661, -4.555)
H (-2.568, -4.367, -4.714)
H (-4.095, -4.772, -2.819)
C (-1.027, 1.527, -1.112)
C (-1.254, 2.638, -1.838)
C (-2.480, 3.191, -2.347)
C (-3.642, 2.406, -2.398)
C (-4.789, 2.922, -2.958)
C (-4.803, 4.225, -3.451)
C (-3.660, 5.015, -3.379)
C (-2.499, 4.507, -2.833)
H (-3.617, 1.391, -2.016)
H (-5.682, 2.315, -3.037)
H (-5.705, 4.620, -3.897)
H (-3.682, 6.027, -3.761)
H (-1.609, 5.116, -2.772)

Mulliken population analysis, charges in e, atoms 1 to 8:
1. Re 0.60
2. C -1.63
3. C 0.70
4. N -0.33
5. O -0.14
6. B 0.51
7. F -0.27
8. F -0.27



> The highest net charge belongs to which entry?

C22H20B2Cl2F4N4O4ReS



> Which value of multiplicity does entry 5 give?

4